The following is a DFT calculation (ωB97M-V/def2-TZVPD) of a molecular structure, C27H32IrNO10P3.

ORCA input file:
```
! RIJCOSX wB97M-V def2-TZVPD def2/J DEFGRID3
* xyz 2 6
Ir 0.507 0.727 -0.181
C 3.600 -1.073 3.094
C 3.120 0.333 3.315
O 3.894 1.013 4.169
P 1.298 0.540 3.594
O 1.053 -0.556 4.701
O 1.350 1.929 4.343
O 0.419 0.410 2.426
P 3.489 1.244 1.341
O 2.824 2.655 1.617
O 4.942 1.223 1.295
O 2.564 0.386 0.545
H 3.537 -1.593 4.053
H 4.637 -1.069 2.763
H 2.982 -1.580 2.354
H 3.458 1.826 4.481
H 0.357 -1.201 4.477
H 0.521 2.417 4.459
H 3.489 3.354 1.741
C 2.196 3.113 -1.723
C 1.829 2.601 -3.109
C 2.037 3.714 -4.135
C 0.382 2.103 -3.148
C -0.061 1.681 -4.551
O -0.668 0.376 -4.362
C -0.427 -0.005 -3.115
N 0.147 0.858 -2.352
C -0.868 -1.408 -2.844
C -1.037 -2.202 -3.979
C -1.442 -3.524 -3.886
C -1.695 -4.083 -2.647
C -1.540 -3.306 -1.509
C -1.127 -1.976 -1.582
P -1.013 -1.033 -0.038
C -2.789 -0.603 0.248
C -3.767 -1.588 0.501
C -5.160 -1.275 0.676
C -5.580 0.020 0.582
C -4.615 1.014 0.327
C -3.217 0.697 0.152
C -0.676 -2.219 1.292
C 0.375 -3.125 1.152
C 0.752 -3.928 2.218
C 0.082 -3.840 3.432
C -0.966 -2.937 3.580
C -1.335 -2.123 2.516
H 3.274 3.230 -1.609
H 1.844 2.411 -0.959
H 1.713 4.071 -1.520
H 2.470 1.749 -3.362
H 1.331 4.530 -3.964
H 1.926 3.379 -5.166
H 3.041 4.125 -4.040
H -0.274 2.876 -2.735
H 0.774 1.542 -5.237
H -0.808 2.327 -5.002
H -0.839 -1.778 -4.951
H -1.551 -4.113 -4.786
H -2.003 -5.116 -2.561
H -1.705 -3.761 -0.540
H -3.474 -2.630 0.562
H -5.853 -2.081 0.875
H -6.619 0.291 0.706
H -4.905 2.056 0.269
H -2.519 1.515 -0.016
H 0.910 -3.204 0.212
H 1.564 -4.632 2.098
H 0.366 -4.481 4.255
H -1.507 -2.882 4.518
H -2.126 -1.396 2.662
O -1.687 4.255 0.482
C -0.715 3.546 0.529
O -0.783 2.259 0.236
H 0.297 3.926 0.761
*
```

Summary:
<S²>: 8.780
DFT total energy (eV): -81174.9594
Kohn-Sham gap (alpha / beta) (eV): 6.4 / 4.0
LUMO (alpha / beta) (eV): -6.308 / -10.049

=====

The following is a DFT calculation (ωB97M-V/def2-TZVPD) of 2 unconnected molecules or ions with the total composition C3H9N2O.

ORCA input file:
```
! RIJCOSX wB97M-V def2-TZVPD def2/J DEFGRID3
* xyz 1 1
C 0.579 -1.009 -0.241
C 1.715 0.944 0.023
C -0.427 0.149 -0.324
N -1.587 0.304 0.615
N 1.510 -0.392 0.688
O 0.344 1.299 -0.362
H 0.174 -1.928 0.295
H 0.968 -1.048 -1.266
H 2.187 1.683 0.601
H 2.297 0.760 -0.963
H -1.493 0.277 -2.240
H -1.763 1.319 0.788
H -2.440 -0.150 0.296
H -1.747 -0.004 1.533
H 2.446 -0.735 0.897
*
```

Summary:
DFT total energy (eV): -8272.2883
Kohn-Sham gap (alpha / beta) (eV): 9.0 / 9.2
LUMO (alpha / beta) (eV): -4.948 / -4.643

=====

The following is a DFT calculation (ωB97M-V/def2-TZVPD) of a molecular structure, C31H35As2IN4O6ReS.

ORCA input file:
```
! RIJCOSX wB97M-V def2-TZVPD def2/J DEFGRID3
* xyz 2 4
Re -1.558 -0.323 -0.615
O -0.586 1.606 2.960
As -0.322 2.423 1.462
O 1.200 3.004 1.364
O -0.009 1.040 0.265
C -1.576 3.790 1.032
C -1.141 5.079 1.292
C -2.026 6.136 1.085
C -3.307 5.903 0.614
C -3.729 4.607 0.322
C -2.853 3.566 0.534
S -3.248 1.905 0.155
O -2.507 1.146 1.195
O -4.650 1.703 0.064
O -2.500 1.585 -1.122
H 0.219 1.703 3.494
H -0.137 5.264 1.654
H -1.703 7.145 1.302
H -3.987 6.731 0.469
H -4.722 4.407 -0.059
I -5.946 -4.211 -2.780
C -4.745 -2.579 -2.449
C -4.905 -1.297 -2.941
N -3.897 -0.559 -2.468
N -3.076 -1.292 -1.685
C -3.594 -2.528 -1.668
H -5.658 -0.871 -3.583
H -3.742 0.436 -2.545
H -3.120 -3.291 -1.072
C 0.289 -3.948 2.140
C -0.959 -4.244 1.305
C -0.625 -5.169 0.138
C -2.040 -4.863 2.183
N -1.578 -2.999 0.766
N -0.713 -2.247 -0.110
H 0.687 -4.872 2.559
H 0.055 -3.283 2.976
H 1.100 -3.508 1.548
H -0.370 -6.159 0.513
H 0.235 -4.816 -0.438
H -1.481 -5.277 -0.530
H -1.660 -5.755 2.679
H -2.910 -5.141 1.588
H -2.363 -4.163 2.957
H -1.798 -2.381 1.544
H -0.625 -2.788 -0.971
H 0.232 -2.199 0.272
C 4.119 0.110 3.855
C 4.530 1.148 3.028
C 3.833 1.428 1.864
C 2.739 0.639 1.530
C 2.317 -0.403 2.352
C 3.009 -0.659 3.525
As 1.782 0.987 -0.066
C 2.315 2.362 -1.257
C 1.428 3.349 -1.669
C 1.845 4.265 -2.620
C 3.133 4.200 -3.136
C 4.010 3.209 -2.717
C 3.599 2.271 -1.782
C 1.833 -0.602 -1.138
C 2.528 -1.737 -0.727
C 2.572 -2.854 -1.554
C 1.931 -2.834 -2.785
C 1.263 -1.689 -3.211
C 1.223 -0.569 -2.395
H 4.663 -0.098 4.767
H 5.386 1.749 3.299
H 4.126 2.263 1.241
H 1.448 -1.001 2.098
H 2.687 -1.459 4.179
H 0.429 3.413 -1.259
H 1.166 5.037 -2.956
H 3.454 4.925 -3.871
H 5.012 3.160 -3.122
H 4.283 1.486 -1.478
H 3.048 -1.755 0.223
H 3.122 -3.731 -1.239
H 1.975 -3.702 -3.430
H 0.797 -1.662 -4.187
H 0.749 0.338 -2.755
*
```

Summary:
<S²>: 3.761
DFT total energy (eV): -193687.3388
Kohn-Sham gap (alpha / beta) (eV): 7.6 / 7.1
LUMO (alpha / beta) (eV): -5.499 / -5.519

=====

The following is a DFT calculation (ωB97M-V/def2-TZVPD) of 2 unconnected molecules or ions with the total composition C2H9NP.

ORCA input file:
```
! RIJCOSX wB97M-V def2-TZVPD def2/J DEFGRID3
* xyz 1 1
C 1.912 -1.050 -0.143
C -0.573 0.267 0.551
N -0.446 1.615 -0.115
P -2.085 -0.616 -0.001
H 1.541 -0.939 -1.099
H 2.015 -2.133 0.013
H 2.081 -0.285 0.526
H -0.147 0.252 1.458
H -1.004 2.386 0.308
H 0.495 1.919 0.017
H -0.593 1.559 -1.085
H -1.737 -1.815 0.874
H -1.460 -1.159 -1.304
*
```

Summary:
DFT total energy (eV): -12986.7737
Kohn-Sham gap (alpha / beta) (eV): 7.4 / 9.3
LUMO (alpha / beta) (eV): -5.318 / -3.946

=====

The following is a DFT calculation (ωB97M-V/def2-TZVPD) of a molecular structure, C48H31BiF9IN2O2P.

ORCA input file:
```
! RIJCOSX wB97M-V def2-TZVPD def2/J DEFGRID3
* xyz 1 1
Bi 0.180 -2.072 0.122
C 5.302 -0.090 1.407
O 4.015 -0.513 0.976
C 3.693 -0.294 -0.330
C 4.588 -0.284 -1.412
C 4.140 0.032 -2.732
C 2.822 0.225 -2.907
C 1.899 0.269 -1.864
C 2.332 -0.099 -0.652
N 1.363 -0.190 0.387
N 1.548 0.600 1.331
C 0.800 0.551 2.468
C -0.231 -0.368 2.697
O -0.654 -1.337 1.885
C -0.865 -0.407 4.024
C -0.337 0.328 5.023
C 0.707 1.311 4.784
C 1.149 2.088 5.855
C 2.104 3.038 5.680
C 2.667 3.162 4.383
C 2.258 2.432 3.291
C 1.257 1.440 3.500
H 5.654 0.643 0.719
H 5.956 -0.914 1.492
H 5.179 0.383 2.436
H 5.646 -0.277 -1.247
H 4.788 0.172 -3.565
H 2.420 0.577 -3.906
H 0.823 0.615 -1.976
H -1.630 -1.124 4.176
H -0.717 0.168 5.999
H 0.804 1.867 6.812
H 2.464 3.750 6.438
H 3.475 3.889 4.183
H 2.720 2.562 2.360
I 0.306 -4.569 -1.780
C 1.887 -5.240 -0.587
C 2.470 -6.391 -0.949
C 3.564 -6.923 -0.199
C 3.945 -6.366 0.959
C 3.330 -5.162 1.412
C 3.857 -4.505 2.540
C 3.294 -3.370 2.993
C 2.197 -2.845 2.280
C 1.763 -3.332 1.087
C 2.313 -4.566 0.547
H 2.137 -6.972 -1.836
H 3.999 -7.831 -0.614
H 4.689 -6.834 1.633
H 4.701 -5.025 3.055
H 3.604 -2.894 3.898
H 1.791 -1.894 2.612
F -5.106 4.977 3.258
C -4.748 5.272 2.004
F -3.979 6.381 2.064
F -5.863 5.617 1.337
C -4.039 4.146 1.298
C -2.696 3.985 1.301
C -2.135 2.946 0.633
C -2.950 2.033 -0.052
C -4.337 2.125 0.018
C -4.881 3.210 0.696
P -2.091 0.776 -1.142
C -1.671 1.726 -2.625
C -1.015 1.120 -3.654
C -0.391 1.801 -4.696
C -0.468 3.157 -4.635
C -1.190 3.827 -3.609
C -1.793 3.084 -2.622
C 0.437 3.909 -5.639
F 0.694 3.128 -6.728
F 0.016 5.139 -5.902
F 1.597 4.023 -4.986
C -3.356 -0.392 -1.678
C -3.748 -1.317 -0.667
C -4.464 -2.436 -1.115
C -4.822 -2.660 -2.487
C -4.392 -1.720 -3.447
C -3.745 -0.585 -3.036
C -5.361 -3.956 -3.048
F -5.970 -3.723 -4.248
F -6.241 -4.612 -2.212
F -4.361 -4.836 -3.236
H -2.144 4.804 1.777
H -1.078 2.773 0.726
H -4.880 1.355 -0.444
H -5.918 3.379 0.703
H -0.979 0.073 -3.709
H 0.089 1.296 -5.501
H -1.290 4.927 -3.722
H -2.239 3.621 -1.719
H -3.583 -1.123 0.385
H -4.701 -3.178 -0.366
H -4.864 -1.700 -4.443
H -3.504 0.213 -3.720
*
```

Summary:
DFT total energy (eV): -105033.4263
Kohn-Sham gap (eV): 6.9
LUMO (eV): -3.805

=====

The following is a DFT calculation (ωB97M-V/def2-TZVPD) of a molecular structure, C10H22ClIO3PTi.

ORCA input file:
```
! RIJCOSX wB97M-V def2-TZVPD def2/J DEFGRID3
* xyz 2 2
C -1.496 2.942 -1.912
C -1.878 2.460 -0.522
H -2.191 3.748 -2.175
H -1.609 2.141 -2.668
H -0.472 3.352 -1.932
O -2.756 3.020 0.148
I 1.935 1.204 -3.546
Ti 0.456 0.618 -1.548
P -2.046 0.221 1.082
C -1.990 1.041 2.661
C -3.722 0.079 0.470
H -1.118 -1.788 0.174
H -2.281 -2.102 1.479
H -0.638 -1.547 1.901
C -1.445 -1.457 1.167
H -3.720 -0.266 -0.571
H -4.253 -0.662 1.085
H -2.823 0.681 3.276
H -2.077 2.122 2.497
H -4.228 1.045 0.553
H -1.038 0.797 3.147
C -1.070 1.350 -0.006
O 0.265 1.644 0.101
Cl -1.039 -0.857 -2.339
C 1.740 -2.419 1.030
C 1.931 -0.935 0.779
O 1.841 -0.638 -0.655
C 2.949 -1.286 -1.398
C 4.244 -0.547 -1.161
H 0.898 -2.829 0.461
H 1.536 -2.573 2.092
H 2.651 -2.980 0.799
H 1.157 -0.326 1.254
H 2.900 -0.567 1.138
H 2.995 -2.326 -1.071
H 2.638 -1.248 -2.442
H 4.485 -0.468 -0.091
H 5.051 -1.100 -1.649
H 4.216 0.457 -1.608
*
```

Summary:
<S²>: 0.758
DFT total energy (eV): -69882.1396
Kohn-Sham gap (alpha / beta) (eV): 7.4 / 6.5
LUMO (alpha / beta) (eV): -9.086 / -10.159

=====

The following is a DFT calculation (ωB97M-V/def2-TZVPD) of 5 unconnected molecules or ions with the total composition C15H25Br6NO.

ORCA input file:
```
! RIJCOSX wB97M-V def2-TZVPD def2/J DEFGRID3
* xyz 0 1
C -24.003 2.423 -14.762
C -23.542 3.687 -15.053
C -22.813 4.305 -14.076
N -22.490 3.719 -12.908
C -22.892 2.475 -12.667
C -23.583 1.772 -13.629
H -24.701 1.961 -15.445
H -23.975 4.131 -15.938
H -22.474 5.326 -14.172
H -22.672 2.053 -11.697
H -23.818 0.727 -13.489
C -19.614 -2.113 -18.281
C -18.309 -2.745 -18.197
C -17.301 -1.602 -18.355
O -18.119 -0.579 -18.807
C -19.412 -0.914 -19.198
H -19.968 -1.792 -17.301
H -20.345 -2.844 -18.626
H -18.094 -3.450 -19.000
H -18.187 -3.252 -17.240
H -16.475 -1.792 -19.041
H -16.884 -1.192 -17.436
H -19.356 -1.221 -20.242
H -20.179 -0.162 -19.015
Br -19.969 0.296 -15.479
C -20.478 2.050 -16.143
C -19.367 2.537 -17.041
Br -19.745 4.467 -17.590
H -20.695 2.688 -15.286
H -21.465 1.963 -16.596
H -19.511 2.025 -17.992
H -18.349 2.427 -16.666
Br -20.956 4.855 -21.069
C -20.859 2.890 -21.120
C -21.752 2.411 -22.229
Br -21.670 0.412 -22.229
H -21.264 2.557 -20.165
H -19.813 2.623 -21.274
H -21.406 2.700 -23.221
H -22.792 2.729 -22.155
Br -20.331 7.526 -14.618
C -18.733 6.360 -14.538
C -19.118 5.043 -13.905
Br -17.618 4.063 -13.160
H -18.003 6.842 -13.888
H -18.337 6.220 -15.544
H -19.734 4.383 -14.516
H -19.708 5.296 -13.023
*
```

Summary:
SMILES string: c1ccncc1.C1CCOC1.BrCCBr.BrCCBr.BrCCBr
DFT total energy (eV): -439752.0302
Kohn-Sham gap (eV): 9.8
LUMO (eV): 0.312

=====

The following is a DFT calculation (ωB97M-V/def2-TZVPD) of 3 unconnected molecules or ions with the total composition C4H15N2O2S.

ORCA input file:
```
! RIJCOSX wB97M-V def2-TZVPD def2/J DEFGRID3
* xyz -1 1
C 0.351 0.864 0.898
C 0.605 -0.630 0.952
C -0.359 -1.195 -0.277
S -2.064 -1.792 0.358
N 2.036 -0.930 0.926
C 2.961 -0.191 -0.042
N 3.683 0.929 0.640
H -0.667 1.055 0.710
H 0.744 1.255 0.006
H 0.668 1.354 1.858
H 0.139 -0.931 1.888
H -0.387 -0.411 -0.974
H 0.284 -2.037 -0.649
H 2.359 -1.815 1.133
H 3.689 -1.030 -0.145
H 2.579 0.126 -0.916
H 3.851 0.675 1.564
H 3.062 1.763 0.567
H -2.941 0.113 -0.846
H -2.282 0.210 -2.203
O -2.965 0.723 -1.652
H -1.262 3.291 -2.287
H -2.113 2.128 -1.591
O -1.546 3.009 -1.347
*
```

Summary:
DFT total energy (eV): -22301.5819
Kohn-Sham gap (eV): 6.6
LUMO (eV): 3.513

=====

The following is a DFT calculation (ωB97M-V/def2-TZVPD) of 2 unconnected molecules or ions with the total composition H2O4S.

ORCA input file:
```
! RIJCOSX wB97M-V def2-TZVPD def2/J DEFGRID3
* xyz 0 1
O -2.188 0.978 0.453
O 1.300 -0.228 0.471
O -2.728 -0.206 0.534
O 0.179 -0.045 -0.395
S -2.619 -1.363 -0.474
H -0.127 0.765 0.020
H 1.542 -1.214 0.572
*
```

Summary:
DFT total energy (eV): -19048.5037
Kohn-Sham gap (alpha / beta) (eV): 7.1 / 7.1
LUMO (alpha / beta) (eV): -2.793 / -2.795

=====

The following is a DFT calculation (ωB97M-V/def2-TZVPD) of a molecular structure, C32H51BMgN8OS3.

ORCA input file:
```
! RIJCOSX wB97M-V def2-TZVPD def2/J DEFGRID3
* xyz 2 1
Mg 1.825 -3.134 0.226
C 2.360 -0.264 4.074
C 1.315 0.193 3.124
C 0.893 1.490 3.075
C -0.121 1.856 2.154
N -0.547 1.003 1.265
N -0.112 -0.264 1.255
B -0.731 -1.039 0.089
N -1.055 -2.492 0.205
N -2.082 -1.641 0.330
C -3.311 -1.971 0.610
C -3.539 -3.374 0.684
C -2.534 -4.291 0.513
C -2.775 -5.748 0.573
C -1.171 -3.830 0.299
S 0.090 -4.915 0.218
C -4.323 -0.890 0.876
C -4.228 0.151 -0.244
C -3.935 -0.254 2.222
C -5.759 -1.408 0.968
N -0.446 -0.416 -1.287
N -1.141 0.707 -1.550
C -0.921 1.392 -2.637
C 0.106 1.008 -3.542
C 0.784 -0.153 -3.334
C 1.847 -0.635 -4.251
C 0.453 -0.927 -2.172
S 1.166 -2.448 -2.047
C -1.736 2.616 -2.990
C -2.368 2.364 -4.370
C -0.802 3.833 -3.072
C -2.848 2.888 -1.982
C 0.728 -0.746 2.214
S 1.045 -2.388 2.440
C -0.715 3.247 2.120
C -2.244 3.143 2.056
C -0.331 4.070 3.350
C -0.178 3.932 0.855
H 2.776 0.572 4.626
H 3.155 -0.774 3.532
H 1.945 -0.983 4.776
H 1.324 2.225 3.733
H -4.537 -3.725 0.886
H -3.822 -5.972 0.750
H -2.169 -6.197 1.361
H -2.459 -6.226 -0.355
H -3.215 0.530 -0.341
H -4.895 0.977 -0.021
H -4.532 -0.287 -1.192
H -2.940 0.177 2.175
H -3.969 -0.991 3.020
H -4.643 0.533 2.463
H -6.061 -1.930 0.063
H -6.424 -0.558 1.094
H -5.903 -2.059 1.826
H 0.349 1.629 -4.388
H 2.112 0.129 -4.974
H 1.499 -1.521 -4.779
H 2.729 -0.933 -3.687
H -1.624 2.297 -5.158
H -3.036 3.184 -4.615
H -2.945 1.443 -4.363
H -0.032 3.708 -3.827
H -0.318 4.020 -2.117
H -1.384 4.711 -3.336
H -3.595 2.105 -2.033
H -3.325 3.835 -2.219
H -2.456 2.940 -0.972
H -2.625 2.692 2.968
H -2.555 2.541 1.208
H -2.678 4.135 1.962
H -0.605 3.552 4.265
H -0.867 5.013 3.328
H 0.731 4.301 3.371
H -0.396 3.319 -0.016
H 0.900 4.071 0.920
H -0.649 4.905 0.747
C 7.020 -2.227 -0.031
N 5.610 -2.564 0.048
C 5.286 -3.970 0.257
C 4.557 -1.733 -0.014
O 3.405 -2.243 0.181
N 4.607 -0.404 -0.251
C 5.706 0.449 -0.660
C 3.368 0.357 -0.251
H 7.604 -3.107 0.224
H 7.287 -1.452 0.687
H 7.311 -1.935 -1.043
H 6.201 -4.550 0.291
H 4.665 -4.347 -0.563
H 4.749 -4.108 1.201
H 6.668 -0.037 -0.641
H 5.746 1.317 0.002
H 5.526 0.811 -1.676
H 2.528 -0.274 0.031
H 3.186 0.772 -1.246
H 3.452 1.184 0.455
*
```

Summary:
DFT total energy (eV): -86598.7949
Kohn-Sham gap (eV): 7.7
LUMO (eV): -5.855